{
  "formula": "C35H44Cl2NOP3Pt",
  "method": "ωB97M-V/def2-TZVPD",
  "symbols": ["P", "C", "C", "H", "C", "H", "C", "H", "C", "H", "C", "H", "C", "C", "H", "C", "H", "C", "H", "C", "H", "C", "H", "C", "C", "H", "C", "H", "C", "H", "C", "H", "C", "H", "Pt", "C", "C", "H", "C", "O", "H", "C", "H", "C", "Cl", "Cl", "P", "C", "H", "H", "H", "C", "H", "H", "H", "C", "H", "H", "H", "P", "C", "C", "H", "H", "H", "H", "H", "H", "C", "H", "H", "H", "H", "C", "C", "C", "C", "N", "C", "C", "H", "H", "H", "H", "H", "H", "H"],
  "xyz": [[1.27020, 1.73141, -5.22618], [2.94106, 1.76227, -4.86733], [3.54201, 1.16342, -6.00398], [2.93650, 0.52470, -6.64839], [4.86258, 1.46380, -6.29219], [5.31579, 1.05055, -7.19144], [5.58192, 2.30845, -5.42422], [6.61523, 2.54894, -5.66790], [5.00150, 2.83354, -4.25539], [5.59010, 3.48096, -3.58775], [3.67530, 2.54728, -3.94983], [3.18644, 2.92197, -3.04450], [0.56526, 0.16512, -5.53477], [1.13672, -1.09851, -5.28911], [2.03952, -1.18743, -4.66304], [0.59044, -2.23800, -5.87750], [1.03896, -3.22652, -5.71212], [-0.52034, -2.10030, -6.73676], [-0.93134, -2.98444, -7.23909], [-1.11030, -0.84306, -6.97626], [-1.94579, -0.73731, -7.66543], [-0.58977, 0.27606, -6.34170], [-1.02128, 1.26790, -6.52272], [0.25450, 3.08999, -4.94980], [0.54829, 3.72640, -6.19732], [1.30907, 3.30057, -6.83017], [-0.17839, 4.86008, -6.53948], [0.02840, 5.33381, -7.50417], [-1.15308, 5.36702, -5.65535], [-1.71222, 6.24162, -5.94733], [-1.38464, 4.75548, -4.40704], [-2.13945, 5.18260, -3.71875], [-0.67410, 3.61461, -4.02504], [-0.78063, 3.17470, -3.04322], [-0.01958, -0.14009, 0.02511], [-1.83792, -0.94968, -0.69567], [-2.29818, -0.96886, -1.93598], [-2.31679, -1.35831, 0.22528], [-1.47625, -0.19880, -2.99382], [-2.38644, 0.80312, -3.49208], [-1.86199, 1.47647, -3.94953], [-0.25734, 0.38325, -2.48643], [-1.31976, -0.90770, -3.85441], [0.58077, 0.72707, -1.48775], [-0.43731, -0.92782, 2.02838], [2.35039, 0.85353, 0.65676], [1.35065, -2.00217, -0.35747], [2.27041, -2.38949, 1.15744], [1.55569, -2.64192, 1.94638], [2.83334, -1.49849, 1.46091], [2.94436, -3.22222, 0.94894], [0.31900, -3.43915, -0.70755], [-0.16589, -3.32467, -1.68390], [-0.44934, -3.52618, 0.06647], [0.95200, -4.33179, -0.71176], [2.58373, -1.92505, -1.67732], [3.13940, -0.98378, -1.61059], [2.09504, -1.99917, -2.65508], [3.27154, -2.77407, -1.54545], [-3.89632, -1.79681, -2.39502], [-4.44407, -2.83172, -1.04151], [-3.53595, -2.75480, -3.87135], [-4.53564, -2.22206, -0.13085], [-3.72030, -3.64489, -0.87965], [-5.42434, -3.25154, -1.31854], [-3.11257, -2.11315, -4.65508], [-4.46852, -3.20632, -4.23182], [-2.81642, -3.54801, -3.62740], [-5.06761, -0.49432, -2.76987], [-5.28219, 0.06901, -1.85321], [-5.98942, -0.94476, -3.15588], [-4.61783, 0.18180, -3.50805], [1.42875, 1.34386, -1.72923], [-3.03101, 5.09888, 2.09778], [-2.28708, 3.96483, 1.46867], [-1.16005, 3.43145, 2.08821], [-0.50544, 2.36833, 1.52885], [-0.94586, 1.77950, 0.40167], [-2.00358, 2.29259, -0.26474], [-2.70218, 3.39116, 0.24972], [-3.42158, 4.81672, 3.08652], [-2.37430, 5.96707, 2.25041], [-3.87309, 5.40693, 1.47428], [-0.77106, 3.83090, 3.02548], [0.37360, 1.88631, 1.97437], [-2.33241, 1.79984, -1.18515], [-3.54837, 3.76978, -0.28623]],
  "forces_ev_per_angstrom": [[-0.2, -1.8, 1.9], [1.0, -0.2, -0.1], [0.8, 0.4, 0.3], [0.3, 0.2, 0.0], [0.2, 0.0, 0.4], [0.1, 0.1, 0.3], [-0.3, -0.2, -0.1], [-0.2, 0.0, 0.1], [0.2, -0.1, 0.1], [-0.3, -0.5, -0.4], [-0.4, -0.1, -0.5], [0.3, 0.1, -0.4], [-0.8, -0.4, -0.4], [0.5, 0.0, 0.1], [-0.5, 0.2, -0.4], [-0.5, 0.3, -0.3], [-0.2, 0.5, 0.0], [0.0, 0.0, 0.0], [0.2, 0.4, 0.2], [0.3, -0.4, 0.4], [0.1, -0.1, 0.2], [0.0, -0.1, -0.2], [0.1, -0.4, 0.0], [0.1, 1.2, -1.0], [-1.7, 1.2, 1.2], [0.1, 0.3, -0.5], [-0.2, 0.4, 0.0], [-0.2, 0.0, 0.4], [0.7, -0.8, 0.0], [-0.1, 0.1, 0.1], [-0.2, 0.2, 0.1], [0.6, -0.3, -0.5], [0.5, 0.1, -0.9], [-0.1, -0.1, 0.0], [1.4, -0.1, 0.7], [-0.8, -0.3, 1.3], [-0.5, -0.3, 0.1], [-0.2, -0.1, -1.2], [-2.0, -1.7, -0.7], [0.4, 0.4, 0.0], [-0.2, -0.1, -0.1], [1.0, 1.1, -0.5], [0.6, 0.5, 0.7], [-1.1, -0.2, -5.0], [-0.9, -0.9, 2.4], [0.4, 0.4, 0.4], [0.6, -0.2, 0.6], [0.0, -0.1, -0.2], [0.2, -0.1, -0.2], [-0.2, -0.3, -0.1], [0.0, 0.0, 0.2], [0.1, -0.3, -0.2], [0.1, 0.0, 0.2], [0.1, 0.0, -0.1], [-0.2, 0.0, 0.0], [0.1, -0.2, -0.1], [-0.1, -0.2, 0.1], [0.1, 0.0, 0.2], [-0.1, 0.3, -0.2], [2.1, 1.3, 0.1], [-0.2, -0.1, -0.1], [-0.4, -0.3, -0.1], [0.0, -0.2, -0.3], [-0.3, 0.3, 0.0], [0.3, 0.1, 0.2], [-0.2, -0.1, 0.2], [0.3, 0.0, -0.1], [-0.2, 0.2, 0.0], [-0.4, -0.2, -0.1], [0.0, -0.2, -0.2], [0.1, 0.2, 0.1], [-0.1, -0.3, 0.2], [0.4, 0.2, 0.7], [-0.2, 0.3, 0.1], [-0.1, -0.2, -0.4], [0.1, 0.4, 0.4], [0.0, -0.8, -0.3], [-0.7, 1.2, 0.3], [0.0, 0.4, 1.0], [1.1, -0.6, 0.3], [0.1, 0.0, -0.3], [-0.1, -0.2, -0.1], [0.1, 0.0, 0.1], [-0.2, 0.0, -0.2], [-0.4, 0.4, -0.1], [0.3, 0.1, 0.3], [-0.3, 0.2, -0.1]],
  "lumo_energy_ev": [-4.993, -7.842],
  "spin_multiplicity": 5,
  "charge": 2,
  "homo_lumo_gap_ev": [5.28, 5.25],
  "total_energy_ha": -3553.0819,
  "s_squared": 6.059
}